Entry 1:
172
Properties=species:S:1:pos:R:3 method="wB97M-V/def2-TZVPD" max_force_ev_per_a=3.39 gap_ev=9.23 charge=+2 mol_weight_g_mol=1464.8 de_lowest_kcal_mol=0.00 e_lumo_ev=-4.059 multiplicity=1
C -6.276 1.960 1.933
C -7.041 1.172 0.732
N -7.943 0.030 1.365
C -7.067 -1.034 2.095
C -9.039 0.639 2.263
C -10.104 -0.328 2.945
C -8.792 -0.647 0.167
C -8.002 -1.871 -0.509
O -6.806 -1.399 -1.137
C -5.991 -2.328 -1.824
H -5.471 1.340 2.327
H -6.995 2.245 2.701
H -5.718 2.822 1.567
H -6.333 0.747 0.020
H -7.694 1.864 0.200
H -6.136 -1.174 1.546
H -7.619 -1.969 2.200
H -6.911 -0.691 3.118
H -9.560 1.379 1.655
H -8.667 1.109 3.173
H -10.913 -0.747 2.347
H -10.703 0.177 3.703
H -9.543 -1.156 3.379
H -9.082 0.205 -0.447
H -9.679 -1.113 0.595
H -8.511 -2.401 -1.314
H -7.815 -2.756 0.100
H -4.940 -2.071 -1.692
H -6.088 -2.157 -2.896
H -6.182 -3.367 -1.556
C -1.449 6.574 0.242
C -1.025 5.574 -0.843
N 0.164 4.547 -0.396
C -0.269 3.701 0.746
C 0.492 3.567 -1.521
C 0.926 4.211 -2.889
C 1.429 5.497 -0.021
C 2.763 4.729 0.212
O 2.817 3.438 0.934
C 4.083 2.867 0.681
H -2.171 7.315 -0.102
H -0.576 7.046 0.693
H -1.911 6.086 1.101
H -0.640 6.071 -1.733
H -1.932 5.020 -1.085
H -0.397 4.308 1.643
H 0.574 3.032 0.918
H -1.203 3.214 0.467
H -0.316 2.843 -1.617
H 1.362 3.003 -1.186
H 1.678 3.617 -3.410
H 1.404 5.177 -2.729
H 0.006 4.385 -3.447
H 1.263 6.056 0.900
H 1.424 6.249 -0.810
H 3.383 5.412 0.792
H 3.205 4.800 -0.782
H 4.822 3.661 0.797
H 3.947 2.561 -0.357
H 4.306 2.056 1.373
C 6.069 -6.696 0.950
C 4.804 -6.360 0.053
N 5.244 -5.393 -1.042
C 6.006 -6.207 -2.138
C 3.915 -4.688 -1.659
C 2.904 -5.790 -2.177
C 6.205 -4.172 -0.684
C 5.751 -3.189 0.444
O 4.817 -3.671 1.279
C 4.402 -2.802 2.375
H 6.877 -7.070 0.320
H 5.846 -7.456 1.699
H 6.324 -5.832 1.563
H 4.015 -5.827 0.584
H 4.328 -7.145 -0.535
H 5.363 -7.031 -2.448
H 7.017 -6.483 -1.837
H 6.214 -5.661 -3.058
H 4.148 -3.911 -2.387
H 3.580 -4.144 -0.776
H 2.358 -6.284 -1.373
H 3.228 -6.532 -2.908
H 2.066 -5.209 -2.561
H 6.390 -3.654 -1.625
H 7.166 -4.618 -0.428
H 5.436 -2.190 0.142
H 6.696 -3.053 0.970
H 3.633 -2.088 2.080
H 5.321 -2.341 2.739
H 4.018 -3.578 3.037
C 1.856 1.589 6.610
C 1.470 3.074 6.510
C 1.795 3.675 5.201
O 1.248 5.011 5.163
C 1.689 5.770 4.044
N -0.129 3.264 6.746
H -0.434 4.215 6.592
H -0.631 2.676 6.096
H -0.434 2.898 7.636
H 1.440 1.015 5.782
H 1.346 1.057 7.413
H 2.937 1.449 6.635
H 1.939 3.680 7.285
H 1.331 3.045 4.442
H 2.876 3.565 5.107
H 2.779 5.766 4.044
H 1.408 6.822 4.090
H 1.267 5.387 3.115
C 3.315 2.473 -7.694
C 2.703 2.510 -6.302
C 1.537 1.528 -5.991
O 0.920 1.537 -4.695
C -0.077 0.533 -4.605
N 3.770 2.221 -5.201
H 3.914 1.226 -5.303
H 4.682 2.653 -5.250
H 3.513 2.529 -4.274
H 2.625 2.740 -8.494
H 3.592 1.441 -7.909
H 4.167 3.118 -7.907
H 2.420 3.552 -6.153
H 1.974 0.533 -6.080
H 0.794 1.568 -6.787
H 0.415 -0.375 -4.952
H -0.969 0.572 -5.231
H -0.445 0.303 -3.605
C -2.097 -1.737 -0.540
C -0.710 -1.085 -0.607
C -0.171 -0.437 0.707
O 1.155 0.009 0.711
C 1.728 0.218 2.033
N 0.322 -2.129 -1.047
H 0.263 -3.011 -0.559
H -0.016 -2.476 -1.933
H 1.275 -1.800 -1.111
H -2.192 -2.711 -0.060
H -2.358 -2.001 -1.565
H -2.876 -1.146 -0.059
H -0.527 -0.299 -1.340
H -0.401 -1.215 1.435
H -0.891 0.339 0.967
H 2.672 0.757 1.947
H 1.827 -0.757 2.510
H 1.175 0.918 2.660
As -2.804 2.323 4.243
F -3.787 0.889 4.721
F -4.211 3.338 3.985
F -1.759 3.757 3.906
F -1.285 1.375 4.609
F -2.808 1.825 2.547
F -2.839 2.672 6.090
As -0.376 -5.636 1.222
F 0.432 -5.494 2.841
F 0.456 -7.232 0.899
F -1.118 -5.726 -0.374
F -1.065 -4.059 1.571
F 1.017 -4.760 0.564
F -1.721 -6.480 2.004
As 3.739 -0.396 -2.458
F 3.467 -0.484 -4.264
F 4.573 1.157 -2.770
F 4.140 -0.172 -0.731
F 2.837 -1.938 -2.350
F 5.270 -1.259 -2.821
F 2.260 0.493 -2.133
As -1.672 -3.778 -4.230
F -1.527 -5.621 -4.482
F -3.188 -3.677 -5.230
F -1.798 -1.980 -4.034
F -0.338 -3.779 -3.059
F -0.574 -3.383 -5.578
F -2.788 -4.051 -2.842

Entry 2:
187
Properties=species:S:1:pos:R:3 method="wB97M-V/def2-TZVPD" max_force_ev_per_a=3.95 gap_ev=10.60 charge=-1 mol_weight_g_mol=1678.8 de_lowest_kcal_mol=216.64 e_lumo_ev=1.265 multiplicity=1
As -1.085 -0.407 0.550
F -0.303 -0.890 2.127
F -0.032 1.099 0.395
F -1.749 0.094 -1.103
F -2.164 -1.855 0.630
F -2.319 0.564 1.454
F 0.231 -1.435 -0.214
O -1.748 5.819 -3.223
S -2.617 6.599 -2.344
O -2.245 7.916 -1.862
O -4.040 6.755 -3.142
C -5.188 7.198 -2.443
C -6.106 7.511 -3.627
C -3.111 5.505 -0.885
H -5.002 7.996 -1.723
H -5.512 6.356 -1.831
H -5.881 6.841 -4.457
H -6.027 8.566 -3.887
H -7.168 7.390 -3.416
H -3.611 6.174 -0.183
H -2.208 5.093 -0.435
H -3.800 4.759 -1.281
O 0.174 -6.238 -6.157
S 0.104 -4.841 -5.731
O 0.062 -3.830 -6.764
O -1.179 -4.715 -4.689
C -1.620 -3.436 -4.168
C -3.154 -3.615 -3.848
C 1.445 -4.385 -4.549
H -1.483 -2.596 -4.849
H -0.963 -3.119 -3.358
H -3.650 -2.645 -3.842
H -3.281 -4.042 -2.853
H -3.662 -4.279 -4.547
H 1.418 -5.190 -3.814
H 1.319 -3.408 -4.083
H 2.434 -4.471 -4.999
O 1.947 4.543 7.010
S 1.059 3.420 6.660
O 1.286 2.121 7.285
O -0.558 3.942 6.763
C -1.632 3.110 6.230
C -2.645 4.061 5.620
C 1.193 3.301 4.803
H -2.059 2.792 7.181
H -1.345 2.301 5.558
H -2.169 4.684 4.862
H -3.009 4.696 6.428
H -3.415 3.485 5.108
H 0.631 4.163 4.445
H 0.781 2.348 4.470
H 2.253 3.341 4.554
O -8.698 -4.220 -3.308
S -8.638 -5.662 -3.168
O -7.997 -6.412 -4.224
O -7.990 -6.060 -1.697
C -8.341 -5.287 -0.585
C -7.226 -4.356 -0.195
C -10.316 -6.348 -2.965
H -8.423 -6.013 0.224
H -9.347 -4.872 -0.642
H -7.477 -3.992 0.802
H -7.086 -3.536 -0.899
H -6.298 -4.926 -0.238
H -10.622 -6.544 -3.993
H -10.953 -5.616 -2.469
H -10.279 -7.338 -2.510
O 8.034 -4.764 6.112
S 8.342 -3.855 4.976
O 8.880 -4.320 3.710
O 7.017 -2.888 4.624
C 6.259 -2.467 5.752
C 5.120 -1.618 5.327
C 9.374 -2.552 5.659
H 6.736 -1.857 6.518
H 5.971 -3.324 6.361
H 5.485 -0.679 4.912
H 4.518 -1.423 6.215
H 4.431 -2.135 4.658
H 9.580 -1.805 4.892
H 10.254 -3.107 5.981
H 8.945 -2.082 6.544
O 10.130 -0.307 0.661
S 9.642 -0.361 -0.724
O 10.268 -1.243 -1.646
O 8.000 -0.748 -0.824
C 7.087 -0.192 0.143
C 5.745 -0.193 -0.543
C 9.621 1.377 -1.462
H 7.351 0.714 0.690
H 6.948 -0.834 1.013
H 5.892 0.135 -1.572
H 5.051 0.555 -0.160
H 5.220 -1.140 -0.674
H 9.226 1.322 -2.476
H 10.632 1.783 -1.457
H 8.951 1.964 -0.833
O -2.708 3.032 -9.824
S -3.543 2.015 -9.201
O -3.054 0.604 -9.185
O -3.896 2.365 -7.660
C -4.391 1.371 -6.776
C -4.567 2.006 -5.457
C -5.264 2.135 -9.877
H -3.652 0.572 -6.711
H -5.283 0.908 -7.197
H -3.600 2.492 -5.320
H -4.824 1.323 -4.648
H -5.319 2.794 -5.496
H -5.898 1.313 -9.543
H -5.159 2.176 -10.961
H -5.883 2.983 -9.583
O 6.380 5.618 -1.291
S 5.340 6.194 -0.430
O 5.031 5.727 0.890
O 5.610 7.858 -0.439
C 5.674 8.606 -1.639
C 6.939 8.302 -2.518
C 3.726 6.187 -1.346
H 5.642 9.636 -1.284
H 4.719 8.663 -2.161
H 6.957 9.036 -3.323
H 7.027 7.311 -2.964
H 7.754 8.475 -1.814
H 3.223 5.234 -1.181
H 3.845 6.245 -2.428
H 3.073 6.989 -1.001
O -7.244 -1.297 5.210
S -7.530 0.168 5.267
O -8.918 0.586 5.531
O -6.518 0.832 6.396
C -6.684 0.490 7.722
C -5.634 -0.500 8.214
C -6.870 1.018 3.779
H -7.715 0.205 7.933
H -6.610 1.468 8.199
H -5.904 -1.543 8.046
H -5.531 -0.337 9.287
H -4.630 -0.299 7.842
H -5.897 1.488 3.921
H -7.594 1.629 3.240
H -6.740 0.158 3.122
O -2.294 -4.778 9.165
S -1.115 -5.231 8.425
O -0.566 -6.549 8.582
O -1.473 -4.996 6.807
C -2.397 -4.019 6.438
C -2.578 -4.318 4.948
C 0.284 -3.985 8.364
H -2.057 -2.997 6.606
H -3.335 -4.155 6.976
H -3.452 -3.853 4.492
H -2.809 -5.379 4.845
H -1.703 -4.187 4.312
H 0.669 -3.879 9.378
H -0.039 -3.020 7.973
H 0.947 -4.381 7.594
O 3.689 0.660 -5.959
S 2.930 1.891 -5.829
O 3.369 2.972 -4.991
O 2.640 2.455 -7.420
C 2.184 3.864 -7.621
C 2.159 3.994 -9.122
C 1.219 1.340 -5.366
H 2.720 4.652 -7.093
H 1.167 3.888 -7.230
H 3.145 3.970 -9.586
H 1.654 4.918 -9.404
H 1.564 3.208 -9.586
H 1.196 1.050 -4.315
H 1.024 0.504 -6.037
H 0.478 2.137 -5.428
O 5.540 -7.487 1.596
S 5.450 -7.112 0.169
O 5.530 -8.168 -0.861
O 4.118 -6.003 -0.031
C 3.677 -5.198 1.099
C 2.548 -5.769 1.894
C 6.806 -5.941 -0.014
H 3.211 -4.327 0.640
H 4.487 -4.928 1.776
H 2.121 -5.076 2.617
H 2.918 -6.691 2.342
H 1.713 -6.098 1.274
H 6.957 -5.696 -1.066
H 7.627 -6.446 0.495
H 6.584 -4.992 0.473